H4O2P3 | wB97M-V/def2-TZVPD

The energy above the lowest of the compared OMol25 structures with the same formula, charge and spin comes out at 24.1 kcal per mole. Its SMILES is O=P([O-])(P)P. The value obtained for the max |F| is 5.9 eV/Å. The value obtained for the lowest unoccupied orbital energy is 0.15735 Ha. The spin multiplicity is 1. The value obtained for the electronic energy is -32027.374 eV. As for the total charge: -1.

Each line ends with the Löwdin charge.
Positions of all 9 atoms, in Å:
O (-1.70637, 0.89169, 0.85126)  -0.537
P (-0.75724, 0.24072, -0.07935)  -0.030
O (-0.92414, 0.60981, -1.69860)  -0.622
P (-0.64158, -1.96031, 0.17022)  0.522
P (1.33994, 0.81366, 0.58289)  0.525
H (-0.12559, -1.91197, -0.98959)  -0.278
H (0.72190, -1.90023, 0.77834)  -0.169
H (1.59115, 1.30052, -0.60450)  -0.255
H (0.50192, 1.91612, 0.98933)  -0.157


H4O4 | wB97M-V/def2-TZVPD

The energy above the lowest of the compared OMol25 structures with the same formula, charge and spin comes out at 54.8 kcal per mole. Its SMILES is OO.OO. The value obtained for the max |F| is 11.0 eV/Å. The value obtained for the lowest unoccupied orbital energy is 0.01873 Ha. The spin multiplicity is 1. The value obtained for the electronic energy is -8247.236 eV. As for the total charge: 0.

Each line ends with the Löwdin charge.
Positions of all 8 atoms, in Å:
O (-0.01744, -1.50076, -1.05995)  -0.122
O (0.40018, -1.36997, 0.09936)  -0.149
H (-1.00614, -1.68213, -1.30982)  0.172
H (0.67566, -2.21101, 0.60340)  0.169
O (0.46642, 1.35203, 0.88372)  -0.161
O (-0.51061, 2.37726, 0.53792)  -0.124
H (0.29733, 0.33447, 0.65350)  0.099
H (-0.30540, 2.70010, -0.40813)  0.117


Table of gap between HOMO and LUMO (eV), in record order: 8.52; 10.67